[1]
The following is a quantum chemistry calculation of a molecular structure, C21H21NNiS at a distorted geometry, from the OMol25 dataset.

Positions of all 45 atoms, in Å:
C: 1.7671 -0.6802 -3.2251
H: -2.7995 -0.6139 4.6816
H: -1.7010 3.6543 -1.3753
H: 0.3174 3.1916 -0.1956
C: -0.4849 0.5562 -1.3012
N: -0.4613 -0.9536 0.6917
H: 1.3099 -3.7070 -0.8189
H: -2.7194 -0.3500 2.1550
C: -1.9131 -0.9219 4.1237
H: 0.8318 2.8538 1.4502
H: 2.9831 0.0364 -1.7011
H: 1.2895 -4.0525 -3.2874
C: -2.0613 2.6149 -1.2968
C: -1.8968 -0.7929 2.7336
C: -1.1342 1.6777 -2.1297
C: 1.4278 -3.0542 -2.8719
C: 1.9525 -0.4111 -1.7703
C: -2.1854 2.1342 0.1265
H: 1.4673 -2.0760 -4.7996
C: 0.3312 -1.7898 2.7381
C: -0.8005 -1.4304 4.8179
C: 1.5494 -1.9348 -3.7211
H: 1.5498 0.5479 0.7951
H: -1.7366 1.2042 -2.9185
C: 1.4630 1.3639 0.0691
H: 1.3541 1.6139 -2.0376
H: 1.9010 0.1813 -3.8909
C: 0.7626 -1.4467 0.3374
H: -0.8177 -1.4840 5.9051
C: -0.9799 1.8531 0.9074
H: -3.0614 2.6114 -1.7578
S: 1.6396 -2.1802 1.6596
H: 2.4625 1.8279 0.0458
H: -0.3712 2.2535 -2.6701
C: -0.7502 -1.2204 2.0435
H: -3.0868 2.4316 0.6649
C: 1.4374 -1.5826 -0.9588
C: 0.3319 -1.8731 4.1268
H: -1.0916 1.8146 1.9996
C: 1.4314 -2.8593 -1.4929
Ni: -1.6696 0.5096 0.0740
H: -0.6477 -0.4300 -1.7736
C: 0.4080 2.3906 0.5466
H: 1.2159 -2.2704 4.6216
C: 1.1855 0.7926 -1.3207

Values from the calculation:
- M (Da) = 378.17
- lowest unoccupied orbital energy (spin up / spin down) (eV) = 0.21 / -0.85
- largest force on an atom (eV/Å) = 7.80
- 2S+1 = 3
- ΔE to the lowest compared entry with this formula, charge and spin (kcal/mol) = 1.37
- ⟨S²⟩ = 2.056
- Kohn-Sham gap (spin up / spin down) (eV) = 5.82 / 7.15


[2]
The following is a quantum chemistry calculation of a molecular structure, C21H21NO10P2Sm at a distorted geometry, from the OMol25 dataset.

Positions of all 56 atoms, in Å:
O: -3.0461 4.2303 -0.7754
C: 0.2822 -1.1559 -4.5013
C: 2.9945 3.4674 3.0030
C: -0.8974 -2.6749 -3.1036
O: -0.8548 0.6568 -1.6364
C: 2.9560 1.2598 2.0173
C: 1.1194 -2.0332 0.6052
H: -3.5754 5.0256 -0.6240
H: -2.5608 -3.3713 0.4427
C: 2.0813 -2.9153 3.0331
C: -1.1744 -1.6438 -2.1769
Sm: -1.2176 0.9823 0.6072
H: 0.4273 0.8802 -3.8061
O: -2.6972 0.4019 2.1714
H: 3.5478 4.3277 3.3583
H: 2.4617 -3.2469 3.9929
H: 2.2111 0.5858 -5.1909
P: -2.2727 3.8423 0.5622
H: 2.0258 0.1588 -6.9078
H: 1.8450 -0.8925 3.6984
C: 1.7336 -1.5840 2.8712
C: 1.5519 1.2319 2.0482
O: -1.0168 3.1118 0.1110
H: 1.3504 -4.0515 -0.0655
C: -1.9155 -1.9404 -0.9690
O: -3.1939 2.5263 1.0466
H: 1.0594 4.2896 3.4470
C: 1.4516 -3.3742 0.7764
C: -2.2276 -3.3665 -0.5911
O: -2.5659 2.5893 3.5336
N: 0.8044 0.2026 1.4549
C: 3.6593 2.3484 2.4958
C: 0.0555 -0.1175 -3.6328
H: 0.8030 -1.6843 -0.3718
H: -3.0276 -3.7646 -1.2223
H: 4.7430 2.3367 2.4561
C: -0.6868 -0.3333 -2.4376
H: -0.1681 2.3328 2.7649
H: -1.2625 -3.6741 -2.8987
H: -5.1901 0.8939 2.3012
H: 0.0071 -3.2536 -4.9649
C: 1.5066 0.2606 -5.9589
O: -4.8130 1.6284 2.8048
O: 0.9844 -1.0229 -5.6591
H: -1.3615 -4.0184 -0.7001
C: 0.9045 2.3292 2.6103
C: 1.9358 -3.8338 1.9922
C: 1.6117 3.4463 3.0494
O: -2.3064 -1.0546 -0.1967
H: 2.2016 -4.8746 2.1271
C: -0.1946 -2.4650 -4.2545
P: -3.2518 1.7661 2.5387
H: 3.4884 0.4135 1.5983
O: -2.2647 4.9313 1.5373
C: 1.2302 -1.1104 1.6483
H: 0.7088 0.9994 -6.0594

Values from the calculation:
- M (Da) = 659.70
- lowest unoccupied orbital energy (spin up / spin down) (eV) = 2.50 / 2.50
- net charge = -1
- largest force on an atom (eV/Å) = 2.35
- 2S+1 = 6
- ΔE to the lowest compared entry with this formula, charge and spin (kcal/mol) = 8.83
- ⟨S²⟩ = 8.758
- Kohn-Sham gap (spin up / spin down) (eV) = 6.99 / 7.00


[3]
The following is a quantum chemistry calculation of C21H21NO5 in the gas phase at a distorted geometry, from the OMol25 dataset.

Positions of all 48 atoms, in Å:
H: -2.5852 4.2778 -1.1737
C: 2.0163 -2.3492 -1.5164
C: -1.6719 0.6724 1.4593
H: -4.0610 3.3915 -1.6269
C: -0.0341 -1.1276 -1.8252
O: -0.8028 -0.0103 -1.7414
H: -3.6414 3.6086 0.0875
C: -0.9508 1.7586 1.9275
H: -4.2064 1.1470 -0.8355
H: -1.4056 2.7360 1.9774
H: -1.6641 -2.2279 -2.6643
O: 0.8832 -1.9821 1.8058
C: 0.3548 1.5924 2.3398
O: 3.0976 0.1039 -0.5271
H: 3.0447 -2.3459 -1.1884
C: -3.1607 1.0368 -0.5348
C: 3.1466 -0.7078 2.6013
C: 0.2616 -0.7567 1.8273
H: 1.9814 -4.4018 -2.1021
H: 2.8197 -1.6222 3.0993
H: -0.3719 -4.3295 -2.8418
H: -2.7568 0.1599 -1.0356
C: -0.2645 1.1085 -1.2161
O: 2.2459 0.3607 2.8125
C: 1.9311 0.0663 -0.8784
C: 0.0941 -3.4420 -2.4409
H: -1.6176 -1.4131 1.0486
H: 1.3918 2.1406 -0.4483
O: -0.5894 3.4207 -1.3456
C: -3.0897 0.8305 0.9913
C: -1.1290 2.3413 -1.1705
H: 4.0855 -0.3688 3.0380
C: -1.0489 -0.5700 1.4112
H: -3.6721 -0.0597 1.2360
C: 1.4221 -3.4823 -2.0237
H: 0.8140 -3.9596 1.5831
H: 0.9266 2.4260 2.7141
N: -2.4606 2.2254 -0.9649
C: -0.6346 -2.2761 -2.3444
H: 3.2930 -0.8949 1.5368
H: -3.5459 1.6851 1.4932
H: -0.7189 -3.2512 2.1514
C: 1.2993 -1.1556 -1.4106
H: -0.2280 -3.0870 0.4385
C: 0.9890 0.3523 2.3080
C: -3.2371 3.4470 -0.9132
C: 1.0224 1.1999 -0.8211
C: 0.1304 -3.1191 1.4725

Values from the calculation:
- M (Da) = 367.40
- lowest unoccupied orbital energy (eV) = -0.05
- largest force on an atom (eV/Å) = 1.09
- SMILES = COc1ccc(CCN(C)C(=O)c2cc(=O)c3ccccc3o2)cc1OC
- 2S+1 = 1
- ΔE to the lowest compared entry with this formula, charge and spin (kcal/mol) = 41.39
- Kohn-Sham gap (eV) = 7.94


[4]
The following is a quantum chemistry calculation of C21H21NO7 in the gas phase at a distorted geometry, from the OMol25 dataset.

Positions of all 50 atoms, in Å:
C: -0.1544 2.5258 -5.9945
C: 2.8904 -0.0038 -0.7451
C: 0.3091 -0.7629 2.4722
C: -1.2870 0.4651 -3.3066
H: -3.1588 2.4490 1.8097
O: 4.5114 -0.0973 0.9834
H: -0.3763 3.6036 -6.0431
C: 1.4905 1.0480 -3.1979
C: 3.2366 -2.0848 2.2395
O: 2.8208 -1.5781 0.9826
C: 1.1068 0.4871 2.3837
H: 2.1234 0.3397 2.7337
C: -2.0474 0.2167 2.0070
H: -3.2144 3.1314 -0.5973
H: -0.2955 -3.8184 3.1768
O: 1.0346 2.3187 -5.2640
C: -2.2580 2.4186 1.1874
C: -0.4815 -0.0328 -2.2900
H: -3.0659 -3.0609 3.7653
H: -0.0344 2.1334 -7.0167
O: -1.2190 1.8536 -5.3532
H: -1.6633 3.3206 1.3471
H: 3.6792 -1.2814 2.8432
H: 0.6368 1.2567 2.9932
O: -3.2532 0.0973 2.0104
H: -3.5731 -2.0689 2.3927
H: -3.2438 1.3736 -0.4120
H: -0.9316 -0.6475 -1.5251
H: 2.5425 1.2719 -3.1782
C: -1.1080 -0.8372 2.3893
H: 1.0886 -1.0060 -0.4838
H: -2.3413 0.2510 -3.3528
H: 3.9986 -2.8607 2.1021
C: -2.8275 -2.7772 2.7403
C: 1.6331 -0.3035 -1.1017
H: -2.8578 -3.6756 2.1249
C: -0.6776 1.2482 -4.2586
H: 3.4991 0.7126 -1.2744
H: 1.1333 0.8598 1.3611
C: -1.4853 -2.1514 2.6832
C: -2.6389 2.2670 -0.2789
C: 0.7500 -2.0447 2.7822
C: 0.6925 1.5292 -4.2000
C: 0.8856 0.2438 -2.2137
N: -0.3667 -2.8421 2.9305
C: 3.5132 -0.5428 0.4699
H: -1.7460 2.1841 -0.8949
O: 2.1277 -3.7697 3.5152
O: -1.4285 1.3456 1.6237
C: 2.0318 -2.7044 2.9322

Values from the calculation:
- M (Da) = 399.40
- lowest unoccupied orbital energy (eV) = -0.07
- largest force on an atom (eV/Å) = 1.29
- SMILES = CCOC(=O)c1c(C)[nH]c(C(=O)COC(=O)/C=C/c2ccc3c(c2)OCO3)c1C
- 2S+1 = 1
- ΔE to the lowest compared entry with this formula, charge and spin (kcal/mol) = 0.00
- Kohn-Sham gap (eV) = 8.23